Record 1
2 unconnected molecules or ions with the total composition C4H10O6 in a non-equilibrium geometry. Source: OMol25; level of theory: ωB97M-V/def2-TZVPD.

Calculated values
Charge: 0
HOMO-LUMO gap (alpha / beta), eV: 9.0655 / 8.9099
LUMO (alpha / beta), eV: -0.5 / -0.7

Structure (XYZ):
```
20
Properties=species:S:1:pos:R:3:mulliken_charge:R:1
O -2.37 -5.03 2.17 -0.218
O -1.06 -4.80 1.74 -0.126
H -2.46 -6.04 2.12 0.353
C -0.90 2.36 -1.21 -1.217
C 0.51 1.85 -1.48 0.305
C 1.08 1.12 -0.27 -0.616
O 0.18 0.06 0.10 -0.230
C 0.68 -0.77 1.08 -0.165
O -0.32 -1.80 1.05 -0.007
O -0.13 -2.83 1.89 -0.283
O 1.40 2.91 -1.80 -0.555
H -1.57 1.53 -0.95 0.317
H -0.84 3.07 -0.37 0.299
H -1.31 2.91 -2.08 0.385
H 0.51 1.15 -2.34 0.214
H 2.05 0.68 -0.52 0.367
H 1.15 1.83 0.59 0.324
H 1.66 -1.19 0.82 0.252
H 0.68 -0.31 2.09 0.263
H 1.06 3.30 -2.64 0.336
```

Record 2
2 unconnected molecules or ions with the total composition C4H10OS in a non-equilibrium geometry. Source: OMol25; level of theory: ωB97M-V/def2-TZVPD.

Calculated values
SMILES: C=CO.CSC
Charge: 0
HOMO-LUMO gap, eV: 9.2788
LUMO, eV: 0.7

Structure (XYZ):
```
16
Properties=species:S:1:pos:R:3:mulliken_charge:R:1
C -0.69 2.69 -1.31 -0.784
S -0.10 1.02 -1.69 -0.068
C 1.56 1.13 -0.99 -0.869
H -0.06 3.00 -0.48 0.235
H -1.72 2.56 -0.97 0.296
H -0.62 3.51 -2.03 0.296
H 2.12 1.97 -1.39 0.331
H 1.43 1.17 0.09 0.269
H 2.06 0.18 -1.17 0.292
C -0.76 -3.30 0.87 -0.684
C -0.32 -2.27 1.59 0.078
O -1.04 -1.63 2.56 -0.451
H -0.05 -3.97 0.42 0.243
H -1.76 -3.36 0.47 0.231
H 0.74 -2.02 1.55 0.263
H -0.80 -0.70 2.47 0.321
```

Number 1 is which compound? C4H10O6

Repeat the second record exactly.
2 unconnected molecules or ions with the total composition C4H10OS in a non-equilibrium geometry. Source: OMol25; level of theory: ωB97M-V/def2-TZVPD.

Calculated values
SMILES: C=CO.CSC
Charge: 0
HOMO-LUMO gap, eV: 9.2788
LUMO, eV: 0.7

Structure (XYZ):
```
16
Properties=species:S:1:pos:R:3:mulliken_charge:R:1
C -0.69 2.69 -1.31 -0.784
S -0.10 1.02 -1.69 -0.068
C 1.56 1.13 -0.99 -0.869
H -0.06 3.00 -0.48 0.235
H -1.72 2.56 -0.97 0.296
H -0.62 3.51 -2.03 0.296
H 2.12 1.97 -1.39 0.331
H 1.43 1.17 0.09 0.269
H 2.06 0.18 -1.17 0.292
C -0.76 -3.30 0.87 -0.684
C -0.32 -2.27 1.59 0.078
O -1.04 -1.63 2.56 -0.451
H -0.05 -3.97 0.42 0.243
H -1.76 -3.36 0.47 0.231
H 0.74 -2.02 1.55 0.263
H -0.80 -0.70 2.47 0.321
```